Molecular formula: C4H5N3OS
Method: DFT, ωB97M-V/def2-TZVPD

Results
E_tot = -21573.8472 eV
Spin multiplicity = 3
ΔE to the lowest compared entry with this formula, charge and spin = 4.664 eV
⟨S²⟩ = 2.019

```
14
C4H5N3OS, DFT ωB97M-V/def2-TZVPD
C 0.05 -1.16 0.36
C -0.63 -2.29 0.50
C -1.81 -0.44 -0.81
C 0.02 1.15 -0.48
N -3.01 1.03 0.42
N -4.10 0.86 0.27
N -0.66 -0.15 -0.32
O -5.23 0.83 0.10
S -2.16 -2.10 -0.38
H 1.00 -1.14 0.78
H -0.60 -3.24 0.96
H -0.63 1.81 -0.92
H 0.40 1.33 0.53
H 0.67 0.91 -1.29
```

Atomic partial charges in e from the Mulliken method, atoms 1 to 2: number 1, C, carries -0.63; number 2, C, carries -0.17